Entry 1:
20
Properties=species:S:1:pos:R:3:lowdin_charge:R:1 method="wB97M-V/def2-TZVPD" e_tot_ev=-23256.0793 homo_lumo_gap_ev=9.85 e_lumo_ev=0.783 charge=0 smiles="CNC(=O)O/N=C(/C)SC"
C -2.76 -0.50 -1.29 -0.09
N -2.68 0.05 0.06 0.04
C -1.60 0.68 0.58 -0.58
O -1.69 1.31 1.63 0.08
O -0.46 0.59 -0.12 -0.08
N -0.11 -0.76 -0.38 0.09
C 1.15 -0.86 -0.49 -0.67
C 1.63 -2.15 -1.12 -0.09
S 2.37 0.30 -0.07 0.94
C 1.71 1.17 1.38 -0.36
H -2.22 0.11 -2.02 0.09
H -3.81 -0.47 -1.58 0.08
H -2.45 -1.52 -1.33 0.06
H -3.54 0.39 0.43 0.13
H 1.92 -2.09 -2.17 0.08
H 2.48 -2.53 -0.56 0.06
H 0.81 -2.88 -1.04 0.08
H 2.53 1.75 1.69 0.01
H 1.47 0.48 2.22 0.07
H 0.84 1.84 1.20 0.05

***

Entry 2:
20
Properties=species:S:1:pos:R:3:lowdin_charge:R:1 method="wB97M-V/def2-TZVPD" e_tot_ev=-23253.4085 homo_lumo_gap_ev=10.20 e_lumo_ev=0.590 charge=0
C -0.80 0.84 -0.67 -0.24
C -0.37 0.49 0.76 -0.17
C -1.93 -0.06 -1.11 -0.31
C 0.35 -0.87 0.81 -0.47
C 1.87 -0.73 0.67 -0.06
N -0.07 -1.79 -0.20 -0.32
N -3.45 -3.52 -0.34 -0.16
O -4.48 -3.67 0.25 0.00
O -2.91 -2.29 -0.16 -0.37
S -1.32 -1.81 -1.05 1.09
H -1.13 1.88 -0.70 0.12
H 0.05 0.73 -1.35 0.11
H 0.30 1.25 1.15 0.11
H -1.26 0.46 1.39 0.12
H -2.80 0.02 -0.46 0.08
H -2.23 0.11 -2.14 0.09
H 0.14 -1.35 1.78 0.14
H 2.11 -0.24 -0.27 0.08
H 2.32 -1.72 0.66 0.08
H 2.27 -0.16 1.50 0.08

***

Entry 3:
20
Properties=species:S:1:pos:R:3:lowdin_charge:R:1 method="wB97M-V/def2-TZVPD" e_tot_ev=-14470.6573 homo_lumo_gap_ev=10.52 e_lumo_ev=0.424 charge=0 smiles="C[C@H](N)C(=O)NCC(=O)O"
C 2.71 0.68 0.17 -0.05
C 1.47 -0.19 0.44 -0.38
N 1.54 -1.48 -0.20 0.03
C 0.27 0.60 0.08 -0.46
O 0.18 1.82 0.16 0.07
N -0.82 -0.20 -0.25 0.04
C -2.07 0.26 -0.82 -0.07
C -3.26 0.04 0.08 -0.52
O -4.39 0.17 -0.28 0.13
O -3.01 -0.30 1.37 0.12
H 2.56 1.69 0.57 0.08
H 3.59 0.25 0.64 0.07
H 2.88 0.79 -0.92 0.09
H 1.38 -0.37 1.53 0.16
H 2.36 -1.99 0.10 0.08
H 1.65 -1.44 -1.22 0.10
H -0.67 -1.24 -0.28 0.16
H -2.02 1.35 -0.91 0.14
H -2.30 -0.14 -1.80 0.13
H -2.07 -0.28 1.52 0.08

***

Entry 4:
21
Properties=species:S:1:pos:R:3:lowdin_charge:R:1 method="wB97M-V/def2-TZVPD" e_tot_ev=-25303.4158 homo_lumo_gap_ev=10.25 e_lumo_ev=0.531 charge=0 smiles="CN1C(=O)NS(=O)(=O)C1(C)C"
C 1.58 1.41 -0.30 0.00
N 0.26 0.83 -0.05 -0.12
C -0.82 1.68 -0.17 -0.56
O -0.64 2.86 -0.26 0.08
N -2.04 1.07 0.07 0.01
S -1.93 -0.61 0.07 0.74
O -2.15 -1.22 1.33 -0.31
O -2.76 -0.98 -1.05 -0.30
C 0.16 -0.56 0.07 -0.43
C 0.60 -1.11 1.46 -0.02
C 0.62 -1.36 -1.18 -0.05
H 1.50 2.54 -0.39 0.11
H 2.24 1.20 0.65 0.13
H 1.99 0.97 -1.12 0.04
H -2.83 1.65 -0.09 0.14
H 0.94 -0.45 2.27 0.10
H 1.39 -1.79 1.18 0.07
H -0.33 -1.45 1.89 0.04
H 0.48 -0.73 -2.16 0.12
H 0.03 -2.37 -1.11 0.12
H 1.72 -1.59 -1.13 0.09

***

Entry 5:
21
Properties=species:S:1:pos:R:3:lowdin_charge:R:1 method="wB97M-V/def2-TZVPD" e_tot_ev=-16515.5710 homo_lumo_gap_ev=8.80 e_lumo_ev=0.035 charge=0 smiles="N[C@@H](CO)C(=O)NCC(=O)O"
N 0.07 -2.00 -0.81 0.04
C -0.45 -0.92 -0.05 -0.29
C -1.40 -1.55 1.03 -0.20
O -1.87 -0.49 1.81 -0.06
C 0.77 -0.35 0.80 -0.37
O 1.43 -1.22 1.45 0.01
N 1.17 0.97 0.61 0.04
C 0.62 2.00 -0.20 -0.09
C 0.58 1.38 -1.57 -0.53
O 1.22 0.35 -1.73 0.09
O -0.39 1.76 -2.36 0.15
H 0.31 -1.68 -1.82 0.13
H 0.88 -2.33 -0.31 0.06
H -0.70 -0.23 -0.85 0.12
H -2.21 -2.07 0.59 0.10
H -0.96 -2.24 1.72 0.12
H -1.14 -0.06 2.24 0.07
H 1.85 1.14 1.43 0.19
H 1.36 2.73 -0.14 0.13
H -0.40 2.18 0.15 0.14
H -0.74 2.62 -2.01 0.15

***

Entry 6:
21
Properties=species:S:1:pos:R:3:lowdin_charge:R:1 method="wB97M-V/def2-TZVPD" e_tot_ev=-16516.7109 homo_lumo_gap_ev=10.11 e_lumo_ev=0.346 charge=0 smiles="N[C@@H](CO)C(=O)NCC(=O)O"
N 0.31 -1.23 1.02 0.07
C 1.02 0.03 0.65 -0.25
C 2.08 -0.03 -0.57 -0.14
O 2.66 -1.37 -0.64 -0.09
C 0.30 1.31 0.35 -0.48
O 0.86 2.37 0.58 0.06
N -0.88 1.39 -0.39 0.07
C -1.58 0.23 -0.94 -0.10
C -2.85 -0.23 -0.14 -0.50
O -3.96 -0.47 -0.53 0.10
O -2.63 -0.36 1.17 0.10
H 0.08 -1.36 1.96 0.07
H 0.50 -2.01 0.43 0.08
H 1.64 0.36 1.48 0.14
H 1.54 0.07 -1.54 0.13
H 2.91 0.75 -0.43 0.15
H 3.37 -1.39 0.01 0.09
H -1.07 2.34 -0.75 0.17
H -0.96 -0.67 -0.97 0.11
H -1.69 0.43 -2.04 0.15
H -1.65 -0.17 1.26 0.09

***

Entry 7:
21
Properties=species:S:1:pos:R:3:lowdin_charge:R:1 method="wB97M-V/def2-TZVPD" e_tot_ev=-16510.0753 homo_lumo_gap_ev="6.07 / 8.09" e_lumo_ev="-0.099 / -2.020" charge=0 multiplicity=3
C 0.74 -2.26 -0.48 -0.46
C -0.50 1.12 -0.38 -0.09
C -0.79 -0.60 1.41 0.00
C 1.24 -1.01 -0.86 -0.09
C -0.84 -0.27 -0.11 -0.46
N 2.23 -0.36 -0.15 0.16
N 0.05 -2.88 -1.60 -0.34
O 0.92 -2.90 0.52 0.12
O -0.33 -2.13 -2.51 0.00
O -0.24 -4.05 -1.54 0.11
O -1.89 -0.86 -0.74 0.04
H 0.22 1.57 0.29 0.06
H -0.04 1.35 -1.33 0.07
H -1.46 1.77 -0.26 0.13
H -1.75 -0.93 1.75 0.08
H -0.56 0.36 1.88 0.08
H -0.04 -1.36 1.55 0.05
H 0.97 -0.56 -1.81 0.13
H 2.70 -1.00 0.57 0.16
H 2.17 0.66 -0.04 0.12
H -2.24 -0.55 -1.60 0.14

***

Entry 8:
25
Properties=species:S:1:pos:R:3:lowdin_charge:R:1 method="wB97M-V/def2-TZVPD" e_tot_ev=-24695.6949 homo_lumo_gap_ev="7.46 / 7.53" e_lumo_ev="-1.836 / -2.077" charge=0
H 0.19 -0.55 -1.75 0.14
C -0.23 0.20 -1.00 -0.38
C -1.74 -0.26 -0.98 -0.23
O -2.44 0.68 -1.73 -0.06
C 0.50 -0.83 0.34 -0.41
C 0.68 -2.19 -0.29 -0.02
C 1.76 -0.11 0.87 -0.14
O 2.57 0.22 -0.24 0.01
N 3.26 1.52 0.05 -0.33
O 3.25 1.85 1.21 0.11
O 3.75 2.01 -0.94 0.15
O -0.46 -0.83 1.33 0.00
H -0.06 -1.32 2.08 0.13
O 0.05 1.39 -0.88 0.12
O -3.02 1.67 2.03 0.06
N -2.96 2.51 1.13 -0.12
O -3.85 2.90 0.36 0.07
H -1.72 -1.24 -1.52 0.12
H -2.16 -0.33 0.04 0.11
H -3.36 0.38 -1.77 0.10
H 1.22 -2.11 -1.24 0.10
H 1.27 -2.84 0.37 0.10
H -0.31 -2.63 -0.47 0.10
H 1.47 0.73 1.50 0.14
H 2.33 -0.82 1.51 0.15

***

What did the third record say?
20
Properties=species:S:1:pos:R:3:lowdin_charge:R:1 method="wB97M-V/def2-TZVPD" e_tot_ev=-14470.6573 homo_lumo_gap_ev=10.52 e_lumo_ev=0.424 charge=0 smiles="C[C@H](N)C(=O)NCC(=O)O"
C 2.71 0.68 0.17 -0.05
C 1.47 -0.19 0.44 -0.38
N 1.54 -1.48 -0.20 0.03
C 0.27 0.60 0.08 -0.46
O 0.18 1.82 0.16 0.07
N -0.82 -0.20 -0.25 0.04
C -2.07 0.26 -0.82 -0.07
C -3.26 0.04 0.08 -0.52
O -4.39 0.17 -0.28 0.13
O -3.01 -0.30 1.37 0.12
H 2.56 1.69 0.57 0.08
H 3.59 0.25 0.64 0.07
H 2.88 0.79 -0.92 0.09
H 1.38 -0.37 1.53 0.16
H 2.36 -1.99 0.10 0.08
H 1.65 -1.44 -1.22 0.10
H -0.67 -1.24 -0.28 0.16
H -2.02 1.35 -0.91 0.14
H -2.30 -0.14 -1.80 0.13
H -2.07 -0.28 1.52 0.08

***

What did the sixth record say?
21
Properties=species:S:1:pos:R:3:lowdin_charge:R:1 method="wB97M-V/def2-TZVPD" e_tot_ev=-16516.7109 homo_lumo_gap_ev=10.11 e_lumo_ev=0.346 charge=0 smiles="N[C@@H](CO)C(=O)NCC(=O)O"
N 0.31 -1.23 1.02 0.07
C 1.02 0.03 0.65 -0.25
C 2.08 -0.03 -0.57 -0.14
O 2.66 -1.37 -0.64 -0.09
C 0.30 1.31 0.35 -0.48
O 0.86 2.37 0.58 0.06
N -0.88 1.39 -0.39 0.07
C -1.58 0.23 -0.94 -0.10
C -2.85 -0.23 -0.14 -0.50
O -3.96 -0.47 -0.53 0.10
O -2.63 -0.36 1.17 0.10
H 0.08 -1.36 1.96 0.07
H 0.50 -2.01 0.43 0.08
H 1.64 0.36 1.48 0.14
H 1.54 0.07 -1.54 0.13
H 2.91 0.75 -0.43 0.15
H 3.37 -1.39 0.01 0.09
H -1.07 2.34 -0.75 0.17
H -0.96 -0.67 -0.97 0.11
H -1.69 0.43 -2.04 0.15
H -1.65 -0.17 1.26 0.09